Computed, not measured: C38H40N8O3S2SeTl as an isolated structure, with the ωB97M-V functional and the def2-TZVPD basis.

XYZ file:
```
93
Properties=species:S:1:pos:R:3:forces:R:3:mulliken_charge:R:1
Tl -0.55992 -0.03997 -0.92712 0.5 -0.4 -0.2 0.399
C -1.70785 4.71482 -3.18716 -0.1 0.1 0.0 -0.979
N -0.89393 3.66916 -3.74902 0.3 -0.4 0.0 0.209
C 0.23933 3.86052 -4.50786 0.0 0.1 -0.1 -0.641
C 0.70671 2.65711 -4.86440 0.1 0.1 -0.1 -0.455
N -0.13996 1.69228 -4.32356 -0.1 0.6 0.4 0.508
C -1.15391 2.32254 -3.61907 -0.4 0.0 0.0 -0.046
S -2.47548 1.70061 -2.81977 -0.1 0.3 -0.3 -0.238
C -0.00845 0.30820 -4.54724 -0.1 -0.9 0.0 0.731
C 0.77808 -0.17084 -5.59803 0.0 0.4 -0.1 -0.813
C 0.77787 -1.52558 -5.85308 -0.1 -0.2 0.2 -0.374
C 0.00421 -2.36655 -5.05945 0.0 0.1 -0.2 -0.842
C -0.70390 -1.79632 -4.01507 0.1 -0.2 0.2 -0.287
N -0.68325 -0.49898 -3.74599 0.0 0.4 -0.5 0.014
H -2.18199 5.30302 -3.97568 0.0 0.0 0.0 0.337
H -1.10446 5.37794 -2.56381 0.0 0.0 0.0 0.323
H -2.48072 4.23229 -2.59158 0.0 0.0 0.0 0.292
H 0.60902 4.84509 -4.73146 0.1 0.0 0.0 0.477
H 1.60146 2.41024 -5.40232 0.0 0.0 0.0 0.311
H 1.35852 0.50423 -6.21060 0.0 -0.1 -0.1 0.274
H 1.37539 -1.92853 -6.66018 0.0 0.0 0.0 0.388
H -0.05399 -3.42785 -5.25394 0.0 0.0 0.1 0.355
H -1.29962 -2.39808 -3.33765 0.1 -0.1 0.0 0.383
C 1.91470 4.52019 0.26278 -0.1 0.1 0.0 -1.022
N 2.53692 3.28981 0.66871 0.1 -0.3 0.0 0.474
C 2.81781 2.23928 -0.15808 0.0 0.1 -0.2 -0.327
Se 2.40271 2.07677 -1.91659 0.0 0.1 -0.1 -0.198
N 3.48711 1.32535 0.58562 -0.1 0.0 0.1 0.270
C 3.57429 1.73614 1.89856 0.0 0.1 0.2 0.214
C 4.08553 1.13608 3.03438 -0.1 0.0 0.0 -0.794
C 4.01121 1.85791 4.22218 0.0 -0.2 0.0 -0.621
C 3.43756 3.12286 4.26894 -0.1 0.2 0.0 -0.676
C 2.89725 3.71474 3.13079 0.1 0.0 0.0 -0.572
C 2.98084 3.00125 1.94818 0.0 0.0 0.2 0.705
H 1.56736 4.39502 -0.76112 0.0 0.0 0.0 0.206
H 2.63381 5.34238 0.29781 0.0 0.0 0.0 0.329
H 1.07369 4.75197 0.91844 0.0 -0.1 0.0 0.306
H 3.72566 0.41536 0.22724 -0.1 0.0 -0.1 0.017
H 4.49408 0.13439 3.00985 0.1 0.0 0.0 0.523
H 4.39386 1.41419 5.13196 0.0 0.0 0.0 0.390
H 3.39368 3.65634 5.20950 0.0 0.0 0.0 0.375
H 2.42366 4.68637 3.17220 0.0 0.0 0.0 0.421
N -2.26585 3.96849 1.38805 0.1 0.0 0.0 0.077
C -3.08967 3.24582 2.22066 -0.1 -0.1 0.1 -0.668
C -2.97315 1.94938 1.80753 0.0 0.2 0.1 -0.330
N -2.10200 1.86911 0.75611 -0.2 0.0 0.1 0.372
C -1.69842 3.08410 0.52215 0.0 -0.1 0.0 -0.610
H -2.13113 4.96227 1.40595 0.0 0.0 0.0 0.189
H -3.66032 3.70477 3.00914 0.0 0.0 0.0 0.403
H -3.46033 1.06941 2.19393 0.0 0.0 0.0 0.204
H -1.00434 3.36227 -0.25678 0.0 0.0 0.0 0.350
C 0.82994 -1.07061 3.17041 0.1 -0.1 -0.2 -0.926
C 0.49369 0.30398 2.67418 -0.1 0.3 0.0 1.111
C -0.16669 1.20198 3.68909 0.0 0.2 -0.1 -1.618
O 0.71453 0.69524 1.54359 0.3 -0.2 0.5 -0.152
H 0.89873 -1.09518 4.25764 0.0 0.0 0.0 0.493
H 1.75372 -1.43749 2.72690 0.0 0.0 -0.1 0.104
H 0.01889 -1.73524 2.85257 0.0 0.0 0.0 0.108
H 0.52603 1.38246 4.51448 0.0 -0.1 0.0 0.441
H -1.05214 0.70045 4.08408 0.0 0.0 0.1 0.393
H -0.44407 2.15148 3.23509 -0.1 0.0 0.0 0.117
C 1.74536 -2.18690 -0.03399 0.5 -0.5 0.1 1.699
C 2.72815 -3.21659 0.45025 -0.1 0.2 0.2 -0.154
C 2.26214 -4.41060 1.00117 0.0 0.0 0.0 -0.193
C 3.13888 -5.34836 1.52270 0.1 0.0 -0.1 -0.657
C 4.50861 -5.11843 1.48706 0.0 0.0 0.0 -0.363
C 4.98608 -3.93307 0.94662 0.1 0.0 0.0 -0.721
C 4.10261 -2.99041 0.43993 0.0 -0.1 0.0 -0.295
H 0.79533 -2.35213 0.47642 -0.1 0.1 0.2 -0.304
H 2.08215 -1.18585 0.24781 0.0 0.1 0.1 -0.831
H 1.19181 -4.58163 1.03870 0.0 0.0 0.0 0.452
H 2.75531 -6.25892 1.96819 0.0 0.0 0.0 0.371
H 5.19699 -5.85631 1.88117 0.0 0.0 0.0 0.366
H 6.05376 -3.74486 0.92963 0.0 0.0 0.0 0.369
H 4.49115 -2.05910 0.03779 0.0 0.0 -0.1 0.344
O -7.96667 -5.00809 0.25690 -0.1 0.0 -0.1 -0.488
C -7.61756 -3.87645 0.93412 -0.2 0.0 0.0 0.702
O -8.46571 -3.32412 1.58879 0.0 0.0 0.0 -0.603
C -6.21964 -3.43696 0.82382 0.3 0.2 0.0 0.833
C -5.75931 -2.47780 1.73512 -0.1 -0.1 0.0 -0.720
C -4.45086 -2.05464 1.72843 -0.1 -0.1 -0.2 -0.574
C -3.52570 -2.55480 0.78900 0.1 0.0 0.1 0.491
S -1.85846 -2.12612 0.84504 0.2 0.0 0.1 -0.479
C -4.00984 -3.47442 -0.16189 0.0 0.0 0.0 -1.044
C -5.31530 -3.91039 -0.13684 -0.2 0.0 0.1 -0.803
H -7.19601 -5.37783 -0.18526 0.1 0.0 0.0 0.289
H -6.46437 -2.09213 2.46044 0.0 0.0 0.0 0.404
H -4.10227 -1.33359 2.45628 0.0 0.0 0.0 0.282
H -3.32218 -3.84419 -0.91108 0.0 0.0 0.0 0.394
H -5.63511 -4.60977 -0.90498 0.0 0.0 0.0 0.165
N 1.88491 -2.92146 -2.32778 1.1 -1.0 0.3 -1.082
C 1.37292 -2.11032 -1.49874 -1.2 1.0 -0.7 0.337
H 1.57059 -2.79822 -3.28698 -0.3 0.3 0.1 0.409
```
Forces are in eV/Å.

Properties
ΔE to the lowest compared entry with this formula, charge and spin   10.87 kcal/mol
E_tot   -5506.16443 Eh
Charge   -1


Computed, not measured: a 4-piece molecular cluster, C38H41BF3N7O4S overall, with the ωB97M-V functional and the def2-TZVPD basis.

XYZ file:
```
95
Properties=species:S:1:pos:R:3:forces:R:3:mulliken_charge:R:1
C 1.54824 -0.01503 1.46144 -0.6 0.1 -0.2 -1.293
C 0.53684 -0.16919 2.56837 0.1 -0.2 0.3 0.888
C 0.81970 0.39534 3.82416 0.2 0.0 0.3 -0.469
B 2.16054 1.20493 4.14917 -0.3 -0.3 -0.1 0.802
O 2.08236 2.57002 4.19070 0.1 -0.1 0.2 -0.677
N 3.45710 0.55425 4.41245 -0.2 1.5 0.0 -0.298
C 4.01105 1.22021 5.62752 0.0 -0.5 -0.3 -1.060
C 4.33121 0.84052 3.23824 -0.1 -1.0 0.1 -1.132
C -0.08322 0.27454 4.88559 -0.1 -0.1 -0.2 0.612
N 0.28406 0.83737 6.15913 -0.3 -0.5 -0.1 -0.518
C -1.30155 -0.37283 4.70084 0.1 -0.1 -0.4 -1.211
C -1.59000 -0.89097 3.45255 0.0 0.0 -0.3 0.593
C -0.68746 -0.81895 2.38362 0.2 0.4 0.5 0.065
C -1.11275 -1.44136 1.09978 -0.3 0.2 0.4 0.033
O -0.36489 -2.08900 0.41161 0.4 -0.1 -0.5 -0.573
C -2.55259 -1.22629 0.76476 -0.2 -0.1 0.4 0.147
C -2.99788 -0.99820 -0.53403 0.0 -0.1 -0.1 -0.287
C -2.05580 -0.98374 -1.71492 -0.6 -0.3 0.1 -1.285
C -1.70649 -2.40985 -2.19150 -0.6 0.5 -0.8 -0.563
C -0.34398 -2.50278 -2.77395 0.0 0.1 -0.3 0.223
F 0.16909 -3.74310 -2.86732 0.4 -0.1 0.9 -0.325
C 0.42921 -1.49546 -3.17294 -0.3 -0.7 0.5 0.406
F 1.73721 -1.46846 -3.01196 0.2 0.0 -0.8 -0.239
F -0.04668 -0.39468 -3.73918 0.1 0.4 0.9 -0.158
C -4.35651 -0.77017 -0.72103 0.2 -0.1 0.3 -1.227
C -5.28686 -0.76924 0.32410 0.3 -0.1 -0.3 0.635
C -6.72083 -0.45446 -0.08208 0.3 -0.3 0.1 -0.919
C -7.82676 -1.31875 0.54538 0.5 0.1 -0.2 -0.895
S -9.19115 -0.43185 1.37932 -0.4 -0.3 0.4 -0.196
C -8.54817 1.10464 1.85118 0.4 0.8 -0.4 0.470
N -8.52838 2.15840 1.09821 -0.2 -0.3 -0.3 -0.245
N -7.93441 3.17223 1.80509 0.1 -0.1 0.3 -0.435
C -7.62993 2.66083 2.95251 0.0 1.0 -0.8 0.039
O -7.97400 1.38673 3.06897 -0.2 -0.8 0.3 -0.250
C -4.82809 -1.01724 1.62475 -0.2 -0.1 0.3 1.788
C -5.75272 -1.01638 2.82329 0.5 0.0 -0.2 -1.307
C -3.46014 -1.25638 1.83326 -0.3 0.2 -0.7 0.248
C -2.89865 -1.55016 3.18766 0.3 0.4 -0.5 -0.662
O -3.44350 -2.26212 3.98531 -0.5 -0.3 0.7 -0.548
H 1.77518 1.04355 1.34135 0.3 0.0 0.1 0.320
H 1.13501 -0.35136 0.51818 0.1 -0.1 -0.1 0.214
H 2.44645 -0.59587 1.64567 0.1 0.1 0.1 0.159
H 1.16886 2.86671 4.23767 0.0 0.1 -0.2 0.387
H 4.71250 0.53804 6.10399 0.2 0.1 0.0 0.303
H 4.49357 2.15994 5.36134 0.1 0.1 0.2 0.395
H 3.22101 1.44081 6.34138 -0.1 0.0 0.1 0.325
H 5.28922 1.25417 3.54401 0.0 0.1 0.1 0.520
H 4.53103 -0.10948 2.74264 0.2 0.0 -0.2 0.293
H 3.87216 1.50873 2.50851 0.1 0.2 0.0 0.333
H -0.56644 0.97749 6.69527 0.1 0.2 0.1 0.314
H 0.78250 0.11447 6.67304 0.3 0.2 0.0 0.286
H -2.04356 -0.47327 5.48082 0.1 0.0 0.2 0.476
H -1.17106 -0.41165 -1.44780 0.2 0.0 -0.1 0.477
H -2.57927 -0.48987 -2.52998 0.2 0.3 -0.1 0.726
H -1.81422 -3.09714 -1.35841 0.5 -0.2 0.0 0.407
H -2.44991 -2.70709 -2.93661 -0.1 -0.1 0.1 0.541
H -4.69041 -0.58538 -1.73385 -0.1 0.0 0.0 0.462
H -6.75763 -0.63162 -1.15315 -0.1 0.2 -0.1 0.341
H -6.88992 0.61376 0.04615 -0.2 0.0 0.1 0.528
H -8.32652 -1.86866 -0.24685 -0.2 0.0 0.0 0.422
H -7.40017 -2.07345 1.19663 -0.1 0.1 0.3 0.499
H -7.13774 3.23082 3.71857 0.0 -0.4 0.4 0.432
H -6.68989 -0.51861 2.64125 -0.1 0.0 -0.1 -0.121
H -5.91925 -2.04233 3.13957 -0.2 0.0 0.2 0.329
H -5.26342 -0.50331 3.64647 -0.1 0.0 0.2 0.459
C 1.04889 1.62544 -7.05360 0.0 0.0 0.0 0.300
C 0.65377 2.58497 -8.02531 0.0 0.0 0.0 -0.783
C -0.50144 3.16428 -7.57621 -0.1 0.0 0.0 -0.401
N -0.81850 2.58980 -6.37484 0.1 0.0 0.0 0.030
C 0.12238 1.65275 -6.04634 -0.1 0.1 0.0 -0.854
H 1.91531 0.98901 -7.09068 0.0 0.0 0.0 0.213
H 1.15985 2.82154 -8.94611 0.0 0.0 0.0 0.390
H -1.12227 3.93145 -8.00568 0.0 0.0 0.0 0.386
H -1.62040 2.82073 -5.81916 0.0 0.0 0.0 0.184
H 0.05109 1.09260 -5.13391 0.0 0.1 -0.1 0.565
C 3.25485 -3.33466 -5.51071 0.0 0.0 0.0 -0.288
C 4.11303 -3.69322 -6.58610 0.0 0.0 0.0 -0.675
C 4.21691 -2.60241 -7.40680 0.0 0.0 0.0 -0.523
N 3.45388 -1.60118 -6.87084 0.0 -0.1 0.0 0.119
C 2.86808 -2.03737 -5.71311 0.1 0.0 -0.3 -0.346
H 2.95605 -3.95747 -4.68391 0.0 0.0 0.0 0.458
H 4.59717 -4.64320 -6.73840 0.0 0.0 0.0 0.391
H 4.76508 -2.45336 -8.32112 0.0 0.0 0.0 0.354
H 3.34264 -0.68717 -7.26603 0.0 0.0 0.0 0.173
H 2.23189 -1.39202 -5.14524 0.0 0.1 0.0 0.296
C 8.95369 0.61943 1.55390 0.0 0.0 0.0 -0.552
C 9.90947 1.61140 1.90584 0.0 0.0 0.0 -0.372
C 9.21730 2.73850 2.25868 0.0 0.0 0.0 -0.517
N 7.88198 2.46758 2.13109 0.0 0.0 0.0 0.011
C 7.71349 1.17754 1.70618 0.0 0.0 0.0 -0.313
H 9.15493 -0.38710 1.22806 0.0 0.0 0.0 0.404
H 10.98142 1.50780 1.90023 0.0 0.0 0.0 0.390
H 9.55800 3.70522 2.58720 0.0 0.0 0.0 0.370
H 7.14026 3.11570 2.31955 0.0 0.0 0.0 0.215
H 6.72987 0.77062 1.54751 0.0 0.0 0.0 0.375
```
Forces are in eV/Å.

Properties
E_tot   -2879.46364 Eh
SMILES   Cc1c(B(O)N(C)C)c(N)cc2c1C(=O)c1c(CCC(F)=C(F)F)cc(CCSc3nnco3)c(C)c1C2=O.c1cc[nH]c1.c1cc[nH]c1.c1cc[nH]c1


Computed, not measured: C38H41N4O8S4Sr as an isolated structure, with the ωB97M-V functional and the def2-TZVPD basis.

XYZ file:
```
96
Properties=species:S:1:pos:R:3:forces:R:3:mulliken_charge:R:1
Sr -0.59303 -1.37771 -0.27151 -0.1 0.3 0.2 1.556
O 3.49728 -0.61064 2.05074 0.0 0.1 0.0 -0.657
C 2.26753 -0.29418 1.67151 -0.1 0.0 0.1 0.630
O 1.74846 -0.70375 0.66004 -0.1 -0.2 -0.1 0.855
C 1.60073 0.66769 2.62573 0.0 -0.1 0.2 -1.089
O 0.20640 0.60956 2.54764 0.0 0.0 -0.2 -0.263
C -0.46824 -0.21464 3.48246 0.0 0.0 0.0 -0.797
C -1.13040 -1.40785 2.81117 0.2 -0.2 0.1 1.066
O -2.87563 -1.28503 0.53632 0.2 0.0 -0.1 -0.848
O -0.47059 -2.21893 2.13893 0.0 0.0 0.2 -0.865
H 3.91892 -1.14546 1.35565 0.0 0.0 0.0 0.343
H 1.91641 1.66808 2.31652 0.0 0.0 0.0 0.347
H 1.97620 0.49004 3.63704 0.0 0.0 0.0 0.357
H -1.21540 0.39761 3.98545 0.0 0.0 0.0 0.478
H 0.21720 -0.60730 4.24195 0.0 0.0 0.0 0.566
S -4.70842 -1.46172 6.44991 -0.1 0.0 0.0 -0.205
C -4.40417 -2.96577 7.20199 0.1 0.1 0.0 -0.389
C -3.51303 -3.71127 6.49515 0.0 -0.1 0.0 -0.700
C -3.08992 -3.06670 5.30587 -0.1 0.1 0.0 -0.465
C -3.66755 -1.83478 5.12913 0.1 -0.1 0.1 0.439
C -3.43150 -0.91954 4.02180 0.0 0.0 0.1 0.670
C -2.63392 -1.47508 2.88095 0.1 0.3 -0.1 -1.544
N -2.55035 -0.61281 1.69811 -0.2 -0.2 -0.2 0.903
C -2.89200 0.73573 1.76682 -0.1 0.1 0.1 -1.393
C -3.60083 1.22161 2.84515 0.0 0.0 0.0 1.204
C -3.97875 2.58549 2.87161 0.0 0.1 0.0 -1.338
C -3.64624 3.42831 1.85485 0.0 0.0 0.1 -0.988
C -2.85414 2.96164 0.77617 0.0 -0.1 0.0 0.587
C -2.43237 3.80815 -0.26717 0.1 0.0 -0.1 -0.952
C -1.61737 3.32702 -1.25867 0.0 0.0 0.0 0.569
C -1.17837 1.98821 -1.12903 0.0 -0.1 0.1 -0.227
N -1.55046 1.16330 -0.18652 -0.1 0.1 -0.2 1.462
C -2.43574 1.61250 0.74950 0.0 0.2 -0.1 -0.246
C -1.20468 4.13081 -2.41480 -0.1 0.1 0.0 0.459
C -1.74624 5.30676 -2.85606 0.0 0.0 0.0 -0.534
C -1.12658 5.80071 -4.03228 0.0 0.0 -0.1 -0.698
C -0.13063 4.98947 -4.47929 -0.1 0.0 0.1 -0.564
S 0.07122 3.62902 -3.46127 0.1 0.0 0.0 0.107
C -3.91147 0.32955 3.95301 0.0 0.0 0.0 -1.258
H -4.89239 -3.21802 8.12887 0.0 0.0 0.0 0.448
H -3.17977 -4.69112 6.80367 0.0 0.0 0.0 0.391
H -2.39045 -3.50459 4.60676 0.0 0.0 0.0 0.502
H -3.00538 -2.44131 2.54590 0.0 0.0 0.0 0.851
H -4.55680 2.94937 3.71231 0.0 0.0 0.0 0.425
H -3.95856 4.46465 1.86876 0.0 0.0 0.0 0.469
H -2.75674 4.84216 -0.26623 0.0 0.0 0.0 0.439
H -0.46543 1.60437 -1.85129 0.0 0.0 0.0 -0.570
H -2.58154 5.79328 -2.37338 0.0 0.0 0.0 0.427
H -1.42468 6.70894 -4.53515 0.0 0.0 0.0 0.428
H 0.47877 5.11201 -5.35979 0.0 0.0 0.0 0.501
H -4.51985 0.73162 4.75517 0.0 0.0 0.0 0.427
C 0.17301 -0.42246 -3.59635 0.0 0.0 -0.1 -0.747
O -0.91207 -0.89610 -2.80762 0.0 -0.1 0.1 0.007
C -1.74833 -1.79732 -3.52826 0.1 0.0 -0.1 -0.744
C -2.72948 -2.44161 -2.58576 0.0 0.1 0.1 -0.612
O -1.99005 -3.18415 -1.62748 0.0 0.0 0.2 -0.126
C -2.83140 -3.97351 -0.78169 0.0 -0.1 -0.1 -0.906
H -0.19745 0.21858 -4.40080 0.0 0.0 0.0 0.340
H 0.72769 -1.26756 -4.01279 0.0 0.0 0.0 0.379
H 0.84332 0.15416 -2.95778 0.0 0.0 0.0 -0.030
H -1.12029 -2.57014 -3.98491 0.0 0.0 0.0 0.437
H -2.28060 -1.25059 -4.31296 0.0 0.0 0.0 0.308
H -3.38342 -3.11811 -3.14562 0.0 0.1 -0.1 0.544
H -3.34744 -1.68820 -2.08084 0.0 0.0 0.0 0.194
H -3.53059 -3.34072 -0.23645 0.0 0.0 0.0 0.281
H -2.18066 -4.48295 -0.07249 0.0 0.0 0.0 0.219
H -3.36092 -4.71837 -1.38170 0.0 0.0 0.0 0.374
S 2.53182 1.63159 -1.15467 0.1 0.0 -0.1 -0.028
C 3.15740 2.85107 -2.11198 -0.1 0.1 0.1 -0.778
N 3.61220 2.72318 -3.37835 0.0 0.0 0.0 -0.040
C 4.29496 3.93931 -3.81607 0.0 0.0 0.0 -0.536
C 3.64309 4.97921 -2.90254 -0.1 0.0 0.0 -0.316
N 3.27895 4.14742 -1.75751 0.0 -0.1 -0.1 -0.061
H 3.83540 1.80573 -3.72203 0.0 0.0 0.0 0.236
H 4.12667 4.14145 -4.87062 0.0 0.0 0.0 0.329
H 5.37007 3.86943 -3.62962 0.0 0.0 0.0 0.318
H 2.74833 5.40373 -3.36667 0.0 0.0 0.0 0.153
H 4.32367 5.77831 -2.62172 0.0 0.0 0.0 0.337
H 2.74774 4.48328 -0.97213 0.0 0.0 0.0 0.259
C 2.38788 -5.16760 -1.37715 0.0 -0.1 0.1 -1.207
S 1.98047 -3.67609 -0.46319 0.3 -0.2 -0.1 0.634
O 1.25262 -2.82210 -1.46160 -0.2 0.2 0.1 -0.573
C 3.64979 -3.02956 -0.35382 -0.1 0.0 0.0 0.342
C 3.98710 -1.91696 -1.10599 0.0 0.0 0.0 -0.351
C 5.25610 -1.37172 -0.96296 0.0 0.0 -0.1 -0.441
C 6.16821 -1.93762 -0.08196 0.0 0.1 0.0 -0.548
C 5.81023 -3.04394 0.67645 -0.1 -0.1 0.1 -0.704
C 4.53816 -3.58856 0.55395 0.1 -0.1 0.0 -0.437
H 2.88037 -4.87234 -2.30135 0.0 0.0 0.0 0.360
H 1.45600 -5.69323 -1.57954 0.0 0.0 0.0 0.409
H 3.04136 -5.79339 -0.76962 0.0 0.0 0.0 0.441
H 3.24772 -1.45252 -1.74546 0.0 0.0 0.0 0.352
H 5.51708 -0.48949 -1.53191 0.0 0.0 0.0 0.368
H 7.15441 -1.50722 0.02868 0.0 0.0 0.0 0.400
H 6.51347 -3.47314 1.37740 0.0 0.0 0.0 0.387
H 4.24791 -4.42864 1.17532 0.0 0.0 0.0 0.461
```
Forces are in eV/Å.

Properties
ΔE to the lowest compared entry with this formula, charge and spin   85.42 kcal/mol
E_tot   -3916.93237 Eh
Charge   +1


Computed values of orbital gap (unit: eV) for the preceding records, in sequence: 4.08 7.32 6.65.
Computed values of E_HOMO (unit: eV) for the preceding records, in sequence: -2.3 -8.1 -9.0.